Formula: C3H7N3
Source: the OMol25 dataset
Level of theory: ωB97M-V/def2-TZVPD

Element x y z (Å)
C 0.92556 -2.44996 -2.17329
C -1.13483 0.35894 0.93864
C 0.23761 0.61579 0.33095
N 1.29699 -1.24607 -2.39266
N 0.73757 -0.28759 -1.67806
N 0.76856 -0.63150 -0.40984
H 1.65677 -3.30704 -2.33497
H -1.99991 0.71425 0.21195
H -1.18417 1.00978 1.83670
H -1.29171 -0.76351 1.23550
H 1.08079 0.69304 1.05588
H 0.21736 1.38665 -0.41096
H 0.46084 0.62537 -2.01318

Results
HOMO-LUMO gap (spin up / spin down) (eV): 8.63 / 7.46
Molecular weight (g/mol): 85.1
Relative energy (zero: lowest compared OMol25 entry of this formula, charge and spin) (eV): 6.1568
DFT total energy (eV): -7688.5225
HOMO (spin up / spin down) (eV): -8.00 / -7.44
Lowest unoccupied orbital energy (spin up / spin down) (Eh): 0.0231 / 0.0006